Entry 1:
Molecular formula: C17H17N3O4S
Method: DFT, the ωB97M-V functional and the def2-TZVPD basis

## Properties
Highest occupied orbital energy ... -8.520 eV
Gap between HOMO and LUMO ... 7.08 eV

Each line ends with the natural charge from an NBO analysis.
Element x y z (Å)
1 C -2.43246 -1.20469 -2.30012  -0.635
2 C -2.97523 -0.08497 -1.46410  -0.038
3 C -3.99441 0.72904 -1.93194  -0.211
4 C -4.50156 1.74706 -1.14376  -0.206
5 C -3.97613 1.97214 0.11377  -0.209
6 C -2.94470 1.18563 0.61167  -0.011
7 C -2.35198 1.47183 1.95483  -0.646
8 C -2.46620 0.14205 -0.18140  0.194
9 N -1.41598 -0.69238 0.26950  -0.671
10 C -1.43611 -1.45117 1.38088  0.687
11 O -2.34197 -1.49926 2.18536  -0.613
12 C -0.15969 -2.28574 1.56669  -0.515
13 C 1.11418 -1.45604 1.48272  -0.647
14 S 1.87496 -1.67802 -0.15431  2.176
15 O 2.45480 -2.98694 -0.25069  -0.932
16 O 0.93068 -1.30784 -1.18231  -0.955
17 C 3.21238 -0.47497 -0.22637  -0.325
18 C 4.44591 -0.81317 -0.69205  -0.128
19 C 5.48529 0.14290 -0.83812  -0.204
20 C 5.30562 1.45915 -0.53015  -0.183
21 C 4.04066 1.84127 -0.03928  0.110
22 N 3.55458 3.00091 0.36321  -0.061
23 O 2.30862 2.77381 0.74109  -0.074
24 N 1.93525 1.50330 0.60976  -0.085
25 C 2.98268 0.86689 0.11846  0.042
26 H -2.58324 -2.15957 -1.79665  0.221
27 H -2.93399 -1.23827 -3.26386  0.218
28 H -1.36191 -1.08501 -2.46910  0.224
29 H -4.39945 0.55804 -2.91890  0.206
30 H -5.30229 2.36943 -1.51502  0.210
31 H -4.36286 2.77725 0.72151  0.207
32 H -1.26420 1.49796 1.89303  0.214
33 H -2.62814 0.68691 2.65838  0.251
34 H -2.70808 2.42605 2.33436  0.212
35 H -0.68018 -0.86853 -0.41014  0.436
36 H -0.23858 -2.77746 2.53758  0.254
37 H -0.12862 -3.06362 0.79844  0.243
38 H 1.87047 -1.78957 2.18809  0.251
39 H 0.93034 -0.39043 1.59534  0.269
40 H 4.62144 -1.84471 -0.95645  0.253
41 H 6.43834 -0.19625 -1.21329  0.232
42 H 6.08176 2.19703 -0.64665  0.239



Entry 2:
Molecular formula: C17H17N5O4
Method: DFT, the ωB97M-V functional and the def2-TZVPD basis

## Properties
Highest occupied orbital energy ... -8.580 eV
Gap between HOMO and LUMO ... 8.20 eV

Each line ends with the natural charge from an NBO analysis.
Element x y z (Å)
1 O 2.77163 0.99942 -2.54111  -0.567
2 C 1.67104 0.62494 -2.20864  0.634
3 N 1.00212 1.02024 -1.08856  -0.470
4 N 1.49364 1.92058 -0.21905  -0.198
5 C 0.96286 2.06743 0.92686  0.035
6 C -0.19485 1.33946 1.46912  -0.213
7 C -1.23514 2.09474 1.98236  -0.115
8 C -2.44623 1.50064 2.31319  -0.036
9 N -3.50732 2.29282 2.84269  0.529
10 O -4.57673 1.74770 3.04389  -0.389
11 O -3.28308 3.46779 3.06555  -0.388
12 C -2.63572 0.13572 2.09554  -0.147
13 C -1.59794 -0.63393 1.63472  -0.292
14 C -0.33193 -0.07341 1.37305  0.320
15 N 0.73083 -0.86391 1.04986  -0.437
16 C 0.53631 -2.23732 0.62578  -0.254
17 C 1.84031 -2.75915 0.02985  -0.072
18 O 2.87947 -2.80607 0.98307  -0.524
19 C 2.78947 -1.78167 1.95316  -0.075
20 C 2.09569 -0.53147 1.41479  -0.248
21 C 0.87939 -0.38745 -2.98235  0.088
22 C 1.32575 -0.79751 -4.23395  -0.200
23 C 0.57766 -1.73427 -4.92733  -0.163
24 C -0.58083 -2.22469 -4.34481  -0.241
25 C -0.93654 -1.75626 -3.08774  0.039
26 N -0.22976 -0.86456 -2.41789  -0.446
27 H 0.10512 0.55730 -0.92618  0.414
28 H 1.36767 2.88288 1.51065  0.203
29 H -1.12957 3.16449 2.08624  0.249
30 H -3.59571 -0.30099 2.32302  0.250
31 H -1.75285 -1.69158 1.50573  0.223
32 H -0.24240 -2.26708 -0.14061  0.224
33 H 0.24369 -2.88449 1.46436  0.190
34 H 1.70871 -3.78164 -0.33235  0.201
35 H 2.13123 -2.12461 -0.82096  0.172
36 H 2.24596 -2.15217 2.83597  0.165
37 H 3.81301 -1.54352 2.25195  0.203
38 H 2.66542 -0.15279 0.55725  0.213
39 H 2.09020 0.23956 2.18822  0.223
40 H 2.23585 -0.37503 -4.62906  0.249
41 H 0.89031 -2.07466 -5.90326  0.224
42 H -1.19527 -2.95327 -4.84954  0.226
43 H -1.83132 -2.10962 -2.59101  0.197



Entry 3:
Molecular formula: C17H17NO4S
Method: DFT, the ωB97M-V functional and the def2-TZVPD basis

## Properties
Highest occupied orbital energy ... -8.717 eV
Gap between HOMO and LUMO ... 7.60 eV

Each line ends with the natural charge from an NBO analysis.
Element x y z (Å)
1 C -6.17555 0.20474 -0.98236  -0.715
2 C -4.74443 0.46272 -0.39585  0.683
3 O -4.43268 1.63117 0.05093  -0.600
4 N -4.03917 -0.67200 -0.40885  -0.581
5 C -2.78902 -0.97211 -0.01362  0.206
6 C -2.17822 0.14651 0.83100  -0.230
7 C -0.94507 -0.12643 1.42956  -0.175
8 C -0.25360 -1.22237 0.99647  -0.154
9 C 1.17478 -1.54880 1.48910  0.544
10 O 1.68307 -0.44884 2.36805  -0.579
11 C 1.95989 -2.51333 0.92542  -0.929
12 S 2.29983 -2.10630 -0.62212  2.288
13 O 1.25141 -2.15937 -1.54686  -0.940
14 O 3.48942 -2.73236 -0.96267  -0.939
15 C 2.64184 -0.31027 -0.70171  -0.406
16 C 3.79934 0.20147 0.01988  -0.101
17 C 4.15009 1.57221 0.08334  -0.260
18 C 3.10771 2.44440 -0.10166  0.046
19 C 3.34681 3.81644 0.05449  -0.561
20 C 1.94216 2.12253 -1.00248  -0.223
21 C 1.78114 0.62396 -0.93812  -0.143
22 C -0.99052 -2.24677 0.39727  -0.140
23 C -2.16972 -2.09353 0.00438  -0.255
24 H -6.82613 1.13057 -0.78082  0.246
25 H -6.77831 -0.54329 -0.52938  0.227
26 H -6.18590 0.03055 -2.00545  0.224
27 H -4.44254 -1.46332 -0.99382  0.397
28 H -2.54298 1.40353 0.92429  0.299
29 H -0.33781 0.72382 1.75626  0.252
30 H 1.40031 -3.49063 1.15362  0.323
31 H 2.96714 -2.72763 1.60728  0.330
32 H 4.64775 -0.76060 0.06747  0.222
33 H 5.14285 1.83336 0.42161  0.229
34 H 2.78583 4.42249 -0.58159  0.211
35 H 4.46409 4.21882 -0.35881  0.185
36 H 3.23709 4.07310 0.86681  0.179
37 H 1.21085 2.83114 -1.03293  0.212
38 H 0.76515 0.05236 -1.30656  0.232
39 H -0.61397 -3.15685 0.27345  0.202
40 H -2.80289 -2.65107 -0.45501  0.193



Entry 4:
Molecular formula: C17H17NO5
Method: DFT, the ωB97M-V functional and the def2-TZVPD basis

## Properties
Highest occupied orbital energy ... -8.177 eV
Gap between HOMO and LUMO ... 8.44 eV

Each line ends with the natural charge from an NBO analysis.
Element x y z (Å)
1 C -4.62767 -2.23586 -1.51108  -0.624
2 C -3.87764 -1.13217 -0.82871  -0.052
3 C -2.72914 -0.60670 -1.39539  -0.171
4 C -2.01179 0.41259 -0.79074  -0.327
5 C -2.45006 0.92347 0.42095  0.382
6 O -1.85686 1.94755 1.11425  -0.494
7 C -0.65472 2.47160 0.63301  -0.164
8 C 0.50205 1.45863 0.69121  0.652
9 O 0.41246 0.39091 1.24182  -0.580
10 N 1.61581 1.93292 0.06024  -0.604
11 C 2.87039 1.32047 -0.07007  0.100
12 C 3.88736 2.04449 -0.70215  -0.177
13 C 5.14073 1.50578 -0.86828  -0.262
14 C 5.43130 0.21768 -0.40871  0.348
15 O 6.66490 -0.26058 -0.59301  -0.662
16 C 4.40781 -0.51336 0.22608  -0.215
17 C 4.69127 -1.86663 0.71412  0.783
18 O 5.77667 -2.41599 0.60998  -0.640
19 O 3.66060 -2.47702 1.29430  -0.664
20 C 3.13696 0.04344 0.38932  -0.189
21 C -3.60437 0.40174 0.99902  -0.266
22 C -4.31986 -0.61501 0.39443  0.008
23 C -5.55492 -1.15502 1.04835  -0.630
24 H -4.14451 -2.50761 -2.44613  0.215
25 H -5.65152 -1.93086 -1.72629  0.213
26 H -4.67264 -3.11990 -0.87569  0.214
27 H -2.37530 -1.00134 -2.33749  0.205
28 H -1.11577 0.77612 -1.27019  0.209
29 H -0.76676 2.86014 -0.39111  0.185
30 H -0.41834 3.30611 1.30234  0.218
31 H 1.56290 2.86065 -0.33749  0.394
32 H 3.68515 3.04273 -1.06482  0.207
33 H 5.92624 2.06177 -1.35417  0.231
34 H 6.70850 -1.16895 -0.21684  0.515
35 H 3.92173 -3.36248 1.59233  0.505
36 H 2.36874 -0.53106 0.87868  0.273
37 H -3.92584 0.81364 1.94318  0.214
38 H -6.41901 -1.03363 0.39577  0.216
39 H -5.44352 -2.21890 1.25469  0.218
40 H -5.75138 -0.63933 1.98430  0.217



Entry 5:
Molecular formula: C17H18BBrCaN6O2
Method: DFT, the ωB97M-V functional and the def2-TZVPD basis

## Properties
Charge ... +2
Highest occupied orbital energy (spin up / spin down) ... -13.959 / -13.939 eV
Gap between HOMO and LUMO (spin up / spin down) ... 3.55 / 4.59 eV

Each line ends with the natural charge from an NBO analysis.
Element x y z (Å)
1 C 2.68003 -0.34759 -0.89036  -0.038
2 N 1.41285 -0.43736 -1.35004  -0.453
3 N 1.48439 -0.26884 -2.72428  -0.328
4 C 2.76669 -0.15776 -3.11394  0.019
5 C 3.56836 -0.21527 -1.97391  -0.330
6 B 0.23055 -0.13530 -3.62376  0.537
7 N -0.73260 -1.28980 -3.27076  -0.332
8 N -1.09045 -1.62983 -1.97768  -0.449
9 C -2.02135 -2.60465 -2.09005  -0.040
10 C -2.18768 -2.94517 -3.44488  -0.329
11 C -1.35842 -2.08710 -4.15592  0.019
12 Ca -0.12393 -1.24167 0.30938  1.816
13 N -0.45633 1.21212 -3.27288  -0.248
14 N -0.87368 1.41877 -1.97639  -0.132
15 C -1.36691 2.63754 -1.89118  -0.064
16 C -1.30934 3.26398 -3.16738  -0.019
17 C -0.71880 2.30885 -4.00929  0.094
18 H -1.73745 3.04830 -0.95752  0.245
19 H -0.46885 2.32135 -5.05756  0.265
20 H -1.64087 4.24632 -3.42275  0.256
21 H 0.54201 -0.16070 -4.77742  -0.009
22 H -1.15603 -1.95316 -5.21211  0.242
23 H 2.98535 -0.03300 -4.16729  0.242
24 H -2.82724 -3.70146 -3.86141  0.252
25 H 4.63714 -0.15782 -1.94895  0.250
26 H -2.54076 -3.00126 -1.22597  0.209
27 H 2.90430 -0.34682 0.17201  0.220
28 H -2.14492 -0.63470 0.47020  0.202
29 C -2.32421 -1.41968 1.23436  -0.873
30 H -3.16862 -2.01879 0.86689  0.273
31 H -1.46093 -2.08805 1.45431  0.157
32 H -2.58745 -0.88758 2.15682  0.268
33 Br 0.52119 3.21469 3.12924  0.421
34 C 0.67685 1.79021 4.35161  0.055
35 C 0.71403 2.10811 5.71663  -0.160
36 C 0.87021 1.10324 6.67973  -0.184
37 C 1.03432 -0.23095 6.28372  -0.009
38 C 1.02759 -0.55001 4.92874  -0.112
39 C 0.78255 0.43449 3.96160  -0.179
40 C 0.60350 0.00117 2.54408  0.744
41 O 0.93304 -1.23503 2.27990  -0.825
42 O 0.07069 0.73271 1.65525  -0.746
43 H 0.61948 3.15014 6.01400  0.266
44 H 0.87321 1.37941 7.73411  0.268
45 H 1.17114 -1.01643 7.02688  0.259
46 H 1.18734 -1.57563 4.59420  0.281



Repeat the first record exactly.
Molecular formula: C17H17N3O4S
Method: DFT, the ωB97M-V functional and the def2-TZVPD basis

## Properties
Highest occupied orbital energy ... -8.520 eV
Gap between HOMO and LUMO ... 7.08 eV

Each line ends with the natural charge from an NBO analysis.
Element x y z (Å)
1 C -2.43246 -1.20469 -2.30012  -0.635
2 C -2.97523 -0.08497 -1.46410  -0.038
3 C -3.99441 0.72904 -1.93194  -0.211
4 C -4.50156 1.74706 -1.14376  -0.206
5 C -3.97613 1.97214 0.11377  -0.209
6 C -2.94470 1.18563 0.61167  -0.011
7 C -2.35198 1.47183 1.95483  -0.646
8 C -2.46620 0.14205 -0.18140  0.194
9 N -1.41598 -0.69238 0.26950  -0.671
10 C -1.43611 -1.45117 1.38088  0.687
11 O -2.34197 -1.49926 2.18536  -0.613
12 C -0.15969 -2.28574 1.56669  -0.515
13 C 1.11418 -1.45604 1.48272  -0.647
14 S 1.87496 -1.67802 -0.15431  2.176
15 O 2.45480 -2.98694 -0.25069  -0.932
16 O 0.93068 -1.30784 -1.18231  -0.955
17 C 3.21238 -0.47497 -0.22637  -0.325
18 C 4.44591 -0.81317 -0.69205  -0.128
19 C 5.48529 0.14290 -0.83812  -0.204
20 C 5.30562 1.45915 -0.53015  -0.183
21 C 4.04066 1.84127 -0.03928  0.110
22 N 3.55458 3.00091 0.36321  -0.061
23 O 2.30862 2.77381 0.74109  -0.074
24 N 1.93525 1.50330 0.60976  -0.085
25 C 2.98268 0.86689 0.11846  0.042
26 H -2.58324 -2.15957 -1.79665  0.221
27 H -2.93399 -1.23827 -3.26386  0.218
28 H -1.36191 -1.08501 -2.46910  0.224
29 H -4.39945 0.55804 -2.91890  0.206
30 H -5.30229 2.36943 -1.51502  0.210
31 H -4.36286 2.77725 0.72151  0.207
32 H -1.26420 1.49796 1.89303  0.214
33 H -2.62814 0.68691 2.65838  0.251
34 H -2.70808 2.42605 2.33436  0.212
35 H -0.68018 -0.86853 -0.41014  0.436
36 H -0.23858 -2.77746 2.53758  0.254
37 H -0.12862 -3.06362 0.79844  0.243
38 H 1.87047 -1.78957 2.18809  0.251
39 H 0.93034 -0.39043 1.59534  0.269
40 H 4.62144 -1.84471 -0.95645  0.253
41 H 6.43834 -0.19625 -1.21329  0.232
42 H 6.08176 2.19703 -0.64665  0.239